Entry from the Open Molecules 2025 dataset: a 3-piece molecular cluster, C29H50NO11P overall at a distorted geometry (ωB97M-V/def2-TZVPD).

Summary:
Highest occupied orbital energy   -7.8 eV
Spin multiplicity   1
Kohn-Sham gap   0.271 hartree

XYZ file:
```
92
Properties=species:S:1:pos:R:3:forces:R:3
C 4.3188 -2.4461 -0.1428 -0.2 -0.2 -0.1
C 2.8324 -2.5658 0.1196 0.5 0.6 -0.3
C 2.2824 -3.7122 0.6355 1.1 -1.2 0.9
C 3.0952 -4.9595 0.9878 -1.2 0.1 -1.0
C 2.7676 -6.0522 -0.0846 0.0 -0.4 0.1
C 2.0785 -7.2681 0.5301 -0.1 -0.3 -0.1
O 3.9284 -6.4473 -0.8194 -0.2 -0.1 0.3
C 0.9254 -3.8233 0.8389 -0.1 -0.4 0.4
C 0.1138 -2.7881 0.5129 -1.4 0.3 0.0
C 0.6377 -1.6172 -0.0119 -0.8 1.1 -0.4
C 1.9954 -1.4812 -0.2108 1.4 -0.6 -1.0
P 2.5670 0.1375 -0.9362 -1.8 3.0 1.8
O 2.2634 0.1377 -2.5688 1.2 -0.8 0.3
O 4.1688 0.4116 -0.6165 -0.2 -1.1 -1.4
C -0.4004 -0.5467 -0.3655 0.0 0.1 0.0
O -0.2496 0.6441 -0.1930 -0.2 -0.7 -0.2
C -1.6785 -1.1168 -0.9086 0.6 0.2 -0.1
C -2.1721 -2.2519 -0.4294 -0.5 -0.3 -0.1
C -3.4392 -2.8484 -1.0150 0.4 -0.7 0.3
C -4.3181 -3.6481 -0.0303 0.2 0.2 -0.4
C -3.8531 -5.1044 0.1862 -0.4 0.2 1.0
N -4.9352 -6.1005 -0.0512 0.9 -0.1 -0.1
C -1.3855 -2.8998 0.6830 0.0 0.1 0.2
O -1.8869 -3.4340 1.6526 0.3 0.1 -0.6
H 4.7213 -1.6039 0.4196 0.1 -0.1 -0.1
H 4.4718 -2.3095 -1.2201 0.1 0.1 0.1
H 4.8780 -3.3358 0.1295 -0.1 0.1 0.0
H 2.7082 -5.3271 1.9399 0.5 0.1 0.2
H 4.1609 -4.7682 0.9851 0.0 -0.2 0.3
H 2.0736 -5.6682 -0.8367 0.2 0.3 0.1
H 1.1665 -6.9975 1.0697 0.1 0.1 0.0
H 2.7260 -7.8112 1.2302 0.0 0.2 0.0
H 1.7725 -7.9775 -0.2447 0.1 0.1 0.0
H 4.3138 -7.1714 -0.3133 0.2 0.0 -0.2
H 0.5120 -4.7383 1.2472 -0.1 0.1 0.1
H 3.0577 0.0098 -3.1083 -0.2 -0.2 -0.2
H 4.7687 -0.1413 -1.1431 0.2 0.1 0.3
H -2.1836 -0.6026 -1.7213 0.0 0.3 0.3
H -3.9852 -2.0650 -1.5433 -0.1 0.0 0.2
H -3.1053 -3.5608 -1.7853 -0.1 0.1 0.0
H -5.3353 -3.6686 -0.4275 0.1 -0.1 0.1
H -4.3273 -3.1302 0.9302 -0.2 0.0 -0.1
H -3.5643 -5.1755 1.2392 0.1 0.0 -0.2
H -2.9373 -5.3422 -0.3666 -0.2 0.1 -0.2
H -5.0865 -6.5779 0.8309 -0.3 0.1 -0.1
H -4.5252 -6.8251 -0.6334 -0.3 0.0 -0.2
C -9.1059 1.6362 -3.0972 0.0 0.1 0.1
O -8.5201 1.6581 -1.8151 0.2 -0.1 -0.2
C -8.4552 0.3672 -1.2306 -0.1 0.4 0.1
C -7.3594 0.3051 -0.1880 0.0 -0.2 0.1
O -6.0536 0.1708 -0.7349 0.0 0.1 0.0
C -5.4949 1.3273 -1.3481 0.2 -0.1 0.0
C -5.0780 2.3998 -0.3641 -0.3 0.3 -0.2
O -6.2042 3.1532 0.0571 -0.1 -0.2 0.2
C -5.9735 3.8142 1.2814 0.0 0.0 -0.2
H -10.1420 1.2823 -3.0493 0.0 -0.1 -0.1
H -9.0975 2.6532 -3.4853 0.0 0.0 0.1
H -8.5280 1.0007 -3.7782 -0.1 -0.1 0.0
H -8.2676 -0.3926 -1.9986 0.0 0.0 0.0
H -9.4228 0.1640 -0.7519 0.0 -0.2 0.0
H -7.5146 -0.6022 0.4007 0.0 0.0 -0.1
H -7.4139 1.1486 0.5018 -0.1 0.1 -0.1
H -6.1564 1.7242 -2.1195 -0.1 0.2 0.1
H -4.5912 0.9717 -1.8499 0.0 0.0 0.1
H -4.3757 3.0871 -0.8543 0.2 -0.1 0.0
H -4.5861 1.9318 0.4964 0.0 0.0 0.0
H -5.7525 3.0926 2.0762 0.1 0.1 0.0
H -6.8797 4.3561 1.5452 0.0 0.0 -0.1
H -5.1466 4.5275 1.1897 0.0 0.0 0.1
C 3.4331 4.1107 0.8709 0.1 -0.1 0.1
O 4.8286 4.2612 1.0386 -0.1 0.3 -0.1
C 5.5486 3.9101 -0.1305 0.1 -0.1 0.4
C 6.8979 4.5964 -0.1540 0.0 0.0 -0.2
O 6.8409 5.9626 -0.5457 0.0 0.0 0.1
C 6.3227 6.8819 0.4071 0.1 0.1 -0.2
C 7.2620 7.1590 1.5624 -0.3 -0.1 0.3
O 7.1981 6.1143 2.5200 0.2 -0.2 -0.1
C 8.3459 6.0700 3.3367 -0.2 0.0 0.0
H 3.1761 3.0669 0.6654 -0.1 0.0 -0.1
H 2.9488 4.4203 1.7955 0.1 0.0 0.0
H 3.0707 4.7518 0.0591 0.0 -0.1 -0.1
H 4.9839 4.1906 -1.0276 0.0 0.0 0.0
H 5.6940 2.8217 -0.1234 0.0 0.0 -0.2
H 7.5041 4.1071 -0.9205 0.0 0.0 0.0
H 7.4232 4.4789 0.7954 -0.2 0.0 0.1
H 5.3363 6.5747 0.7574 0.1 -0.1 0.2
H 6.1940 7.8165 -0.1442 0.1 0.0 0.0
H 6.9589 8.0908 2.0593 0.1 0.1 -0.1
H 8.2843 7.2668 1.1814 0.0 0.0 0.0
H 9.2451 5.8993 2.7334 0.1 0.1 0.0
H 8.2303 5.2405 4.0318 -0.1 0.0 0.0
H 8.4549 6.9995 3.9075 0.1 0.0 0.0
```
Positions in Å, forces in eV/Å.